Record 1
{
  "formula": "C43H61N8PSV",
  "method": "ωB97M-V with the def2-TZVPD basis set",
  "spin_multiplicity": 2,
  "lumo_ev": [-6.51, -6.44],
  "total_charge": 2,
  "homo_lumo_gap_ev": [6.807, 6.873],
  "elements": ["V", "N", "C", "C", "C", "C", "C", "C", "C", "C", "C", "C", "C", "C", "N", "C", "C", "C", "C", "N", "H", "H", "H", "H", "H", "H", "H", "H", "H", "H", "N", "C", "C", "C", "C", "N", "C", "C", "H", "H", "H", "H", "C", "C", "C", "C", "P", "N", "C", "C", "C", "C", "C", "C", "C", "C", "H", "H", "H", "H", "H", "H", "H", "H", "H", "H", "H", "H", "H", "H", "H", "H", "H", "H", "H", "H", "H", "H", "H", "H", "H", "H", "H", "C", "C", "C", "C", "N", "C", "S", "N", "C", "C", "C", "C", "H", "H", "H", "H", "H", "H", "H", "H", "H", "H", "H", "H", "H", "H", "H", "H", "H", "H", "H", "H"],
  "xyz": [[0.332, -0.180, 0.384], [9.067, 4.109, -2.555], [8.063, 3.648, -2.243], [6.806, 3.069, -1.852], [6.734, 1.717, -1.527], [5.519, 1.163, -1.163], [4.376, 1.956, -1.100], [4.458, 3.311, -1.418], [5.665, 3.866, -1.802], [3.074, 1.358, -0.702], [2.492, 1.849, 0.477], [3.002, 2.862, 1.327], [2.060, 3.107, 2.305], [0.991, 2.239, 2.046], [1.235, 1.480, 0.972], [2.555, 0.375, -1.563], [3.068, 0.009, -2.830], [2.217, -0.938, -3.366], [1.196, -1.119, -2.425], [1.380, -0.351, -1.345], [7.627, 1.109, -1.564], [5.460, 0.111, -0.915], [3.569, 3.929, -1.376], [5.731, 4.914, -2.062], [3.958, 3.347, 1.212], [2.120, 3.819, 3.111], [0.069, 2.126, 2.600], [3.951, 0.423, -3.289], [2.306, -1.438, -4.316], [0.342, -1.778, -2.497], [6.277, -3.793, 3.322], [5.388, -3.229, 2.864], [4.273, -2.526, 2.291], [3.734, -2.933, 1.075], [2.665, -2.228, 0.561], [2.118, -1.177, 1.186], [2.649, -0.787, 2.352], [3.721, -1.428, 2.940], [4.144, -3.777, 0.539], [2.231, -2.507, -0.390], [2.201, 0.078, 2.823], [4.122, -1.077, 3.880], [-4.582, -2.239, 2.519], [-3.423, -1.242, 2.361], [-3.763, -0.210, 1.273], [-3.280, -0.435, 3.661], [-1.821, -2.097, 1.934], [-0.802, -0.926, 1.365], [-0.985, -2.824, 3.442], [0.185, -3.733, 3.033], [-0.379, -1.695, 4.293], [-1.962, -3.645, 4.298], [-2.018, -3.345, 0.557], [-2.915, -2.782, -0.556], [-2.602, -4.676, 1.053], [-0.654, -3.601, -0.100], [-5.452, -1.678, 2.867], [-4.381, -3.014, 3.256], [-4.861, -2.714, 1.582], [-4.733, 0.221, 1.531], [-3.844, -0.618, 0.271], [-3.034, 0.600, 1.263], [-4.190, 0.157, 3.771], [-2.442, 0.260, 3.618], [-3.192, -1.055, 4.549], [0.910, -3.209, 2.409], [-0.132, -4.644, 2.532], [0.695, -4.033, 3.950], [0.290, -1.068, 3.706], [0.205, -2.164, 5.087], [-1.120, -1.061, 4.768], [-2.427, -4.461, 3.748], [-2.743, -3.036, 4.746], [-1.390, -4.088, 5.116], [-3.952, -2.657, -0.256], [-2.904, -3.502, -1.378], [-2.539, -1.832, -0.941], [-3.565, -4.556, 1.545], [-1.931, -5.206, 1.726], [-2.759, -5.316, 0.183], [-0.250, -2.685, -0.539], [-0.808, -4.305, -0.920], [0.092, -4.027, 0.564], [-4.523, 0.076, -2.940], [-3.858, 1.069, -3.886], [-2.740, 0.452, -4.723], [-1.491, 0.084, -3.929], [-0.771, 1.273, -3.467], [-0.665, 1.746, -2.230], [-1.429, 0.922, -0.895], [-0.016, 2.892, -2.060], [-0.008, 3.769, -0.881], [-0.401, 5.198, -1.253], [-1.905, 5.461, -1.298], [-2.691, 4.548, -2.232], [-5.347, 0.544, -2.400], [-3.821, -0.306, -2.195], [-4.930, -0.773, -3.492], [-3.472, 1.925, -3.323], [-4.609, 1.475, -4.565], [-2.454, 1.128, -5.534], [-3.103, -0.460, -5.206], [-0.802, -0.491, -4.551], [-1.737, -0.513, -3.054], [-0.409, 1.858, -4.209], [0.367, 3.320, -2.893], [0.992, 3.749, -0.446], [-0.700, 3.348, -0.154], [0.056, 5.458, -2.216], [0.056, 5.868, -0.523], [-2.060, 6.501, -1.590], [-2.306, 5.371, -0.284], [-2.278, 4.555, -3.245], [-3.729, 4.872, -2.303], [-2.702, 3.517, -1.871]],
  "mulliken_spin": [1.206, 0.000, 0.000, 0.000, 0.000, 0.000, 0.000, -0.001, 0.000, 0.016, 0.009, 0.018, 0.004, 0.050, -0.079, 0.007, 0.005, 0.002, 0.022, -0.064, 0.000, 0.000, 0.000, 0.000, 0.001, 0.000, -0.001, 0.000, 0.000, 0.001, 0.001, 0.000, 0.000, 0.007, 0.022, -0.071, 0.016, 0.003, 0.000, -0.010, -0.002, 0.000, -0.001, -0.010, 0.001, -0.003, 0.025, -0.166, -0.011, 0.000, -0.003, -0.001, 0.000, -0.001, -0.001, -0.010, 0.000, 0.000, 0.000, 0.000, 0.000, 0.003, 0.000, 0.000, 0.000, 0.002, 0.000, 0.000, 0.003, 0.000, 0.000, 0.000, 0.000, 0.000, 0.000, 0.000, 0.001, 0.000, 0.000, 0.000, 0.028, -0.001, 0.002, -0.002, -0.001, 0.001, 0.001, 0.003, -0.020, -0.001, 0.000, 0.004, 0.001, 0.000, 0.001, 0.000, 0.002, 0.000, 0.001, 0.000, 0.000, 0.000, -0.002, 0.001, 0.000, 0.000, -0.001, -0.003, 0.000, 0.000, 0.000, 0.000, 0.000, 0.000, -0.002]
}

---

Record 2
{
  "formula": "C43H61N9O3Y",
  "method": "ωB97M-V with the def2-TZVPD basis set",
  "lumo_ev": -2.43,
  "total_charge": 1,
  "homo_lumo_gap_ev": 8.404,
  "elements": ["Y", "C", "C", "N", "C", "C", "N", "C", "C", "N", "H", "H", "H", "H", "H", "H", "H", "H", "H", "H", "H", "H", "H", "H", "H", "C", "C", "C", "C", "C", "C", "C", "C", "C", "C", "C", "C", "N", "C", "O", "C", "C", "C", "C", "C", "N", "C", "O", "N", "C", "C", "C", "C", "C", "C", "C", "C", "C", "C", "C", "C", "H", "H", "H", "H", "H", "H", "H", "H", "H", "H", "H", "H", "H", "H", "H", "H", "H", "H", "H", "H", "H", "H", "H", "H", "H", "H", "H", "H", "H", "H", "H", "H", "H", "H", "H", "H", "H", "N", "C", "H", "N", "C", "C", "C", "C", "C", "N", "H", "H", "H", "H", "H", "H", "O", "H", "H"],
  "xyz": [[0.175, 0.489, 0.909], [-0.776, 3.033, 2.909], [-1.748, 3.248, 1.752], [-1.770, 2.131, 0.780], [-1.858, 2.612, -0.610], [-0.560, 3.315, -1.039], [0.611, 2.853, -0.267], [1.179, 3.869, 0.645], [1.531, 3.307, 2.013], [0.492, 2.390, 2.515], [-0.589, 3.995, 3.399], [-1.247, 2.384, 3.642], [-2.746, 3.404, 2.168], [-1.500, 4.159, 1.209], [-2.581, 1.550, 0.978], [-2.041, 1.746, -1.243], [-2.706, 3.291, -0.746], [-0.399, 3.121, -2.099], [-0.661, 4.397, -0.940], [1.328, 2.526, -0.901], [2.073, 4.324, 0.213], [0.455, 4.675, 0.751], [2.455, 2.737, 1.950], [1.690, 4.138, 2.709], [0.866, 1.946, 3.344], [5.473, 0.135, -1.661], [4.599, 0.630, -2.816], [4.000, 2.007, -2.512], [3.549, -0.345, -3.338], [3.442, -0.459, -4.723], [2.533, -1.320, -5.311], [1.715, -2.102, -4.515], [1.774, -2.022, -3.128], [0.886, -2.943, -2.310], [1.444, -4.371, -2.277], [-0.556, -2.980, -2.836], [2.681, -1.118, -2.556], [2.709, -0.972, -1.116], [3.170, -2.053, -0.380], [3.957, -2.849, -0.836], [2.538, -2.361, 0.976], [3.277, -3.200, 1.785], [2.735, -3.631, 2.990], [1.458, -3.233, 3.317], [0.778, -2.392, 2.443], [1.296, -1.939, 1.300], [-0.618, -1.966, 2.846], [-1.297, -2.782, 3.455], [-0.943, -0.696, 2.533], [-2.229, -0.266, 3.031], [-2.373, 0.291, 4.321], [-3.581, 0.920, 4.629], [-4.643, 0.958, 3.746], [-4.539, 0.274, 2.548], [-3.358, -0.370, 2.191], [-3.366, -1.255, 0.955], [-4.067, -2.580, 1.283], [-4.024, -0.600, -0.259], [-1.450, 0.112, 5.538], [0.062, 0.304, 5.428], [-1.768, -1.237, 6.201], [4.996, 0.297, -0.693], [6.409, 0.696, -1.649], [5.709, -0.925, -1.755], [5.270, 0.771, -3.668], [3.442, 2.399, -3.366], [4.790, 2.720, -2.266], [3.327, 1.953, -1.654], [4.106, 0.129, -5.347], [2.478, -1.399, -6.390], [1.023, -2.794, -4.980], [0.870, -2.568, -1.282], [1.473, -4.778, -3.291], [0.798, -5.016, -1.677], [2.452, -4.408, -1.871], [-0.626, -3.583, -3.743], [-0.940, -1.988, -3.086], [-1.218, -3.449, -2.102], [4.254, -3.517, 1.449], [3.301, -4.280, 3.646], [0.956, -3.557, 4.218], [-3.691, 1.366, 5.612], [-5.562, 1.464, 4.013], [-5.400, 0.214, 1.892], [-2.336, -1.481, 0.698], [-5.112, -2.400, 1.547], [-3.581, -3.080, 2.118], [-4.050, -3.246, 0.416], [-5.100, -0.476, -0.122], [-3.888, -1.235, -1.139], [-3.599, 0.386, -0.473], [-1.782, 0.881, 6.242], [0.522, -0.285, 4.637], [0.523, 0.008, 6.372], [0.315, 1.358, 5.296], [-1.494, -2.070, 5.557], [-2.835, -1.320, 6.409], [-1.228, -1.323, 7.148], [2.463, 0.501, 0.640], [2.018, 0.080, -0.502], [3.338, 0.101, 0.974], [-3.138, 0.280, -3.629], [-1.997, 0.853, -4.103], [-1.976, 1.542, -5.328], [-0.788, 2.074, -5.763], [0.368, 1.925, -4.992], [0.258, 1.243, -3.806], [-0.897, 0.721, -3.356], [-3.143, -0.181, -2.735], [-4.007, 0.383, -4.120], [-2.883, 1.637, -5.912], [-0.751, 2.600, -6.709], [1.323, 2.316, -5.313], [1.118, 1.085, -3.164], [-1.022, -0.441, -0.943], [-0.924, -0.024, -1.876], [-0.869, -1.383, -1.062]],
  "lowdin_charge": [1.491, -0.162, -0.151, -0.104, -0.186, -0.163, -0.082, -0.173, -0.193, -0.125, 0.132, 0.094, 0.133, 0.103, 0.082, 0.069, 0.131, 0.103, 0.116, 0.068, 0.129, 0.105, 0.101, 0.126, 0.089, -0.049, -0.348, -0.053, -0.128, -0.033, -0.055, -0.023, -0.118, -0.358, -0.035, -0.066, -0.110, 0.018, -0.385, 0.116, -0.171, 0.020, -0.007, 0.022, -0.175, 0.120, -0.507, 0.059, -0.036, -0.171, -0.143, -0.047, -0.064, -0.038, -0.162, -0.372, -0.035, -0.072, -0.351, -0.058, -0.044, 0.059, 0.085, 0.084, 0.127, 0.076, 0.087, 0.041, 0.119, 0.111, 0.116, 0.100, 0.089, 0.089, 0.071, 0.085, 0.060, 0.090, 0.127, 0.121, 0.128, 0.118, 0.108, 0.112, 0.093, 0.087, 0.077, 0.083, 0.084, 0.075, 0.054, 0.122, 0.059, 0.085, 0.064, 0.062, 0.088, 0.082, -0.031, -0.338, 0.074, 0.165, -0.365, -0.009, -0.052, -0.063, -0.135, 0.077, 0.057, 0.108, 0.115, 0.116, 0.104, 0.093, -0.166, 0.027, 0.029]
}